Entry 1:
The following is a DFT calculation (ωB97M-V/def2-TZVPD) of a gas-phase ion, C14H19ClN3O2 (charge +1) at a distorted geometry.

Element x y z (Å)
C  -0.72398  2.51942  -1.46832
C  -1.24379  2.18387  -0.01239
N  -0.69954  0.88040  0.37542
C  -1.23642  -0.26199  -0.43956
C  -0.18059  -0.97427  -1.32037
O  0.92500  -0.51152  -1.23107
N  -0.36605  -2.08170  -2.14036
C  0.68219  -2.74810  -2.90811
C  -0.03135  -3.79471  -3.74981
N  -1.39520  -3.61819  -3.27806
C  -1.55599  -2.63158  -2.39844
O  -2.65518  -2.12715  -2.14861
C  -0.81598  0.69689  1.83509
C  0.44644  1.12269  2.58436
C  1.67526  0.65404  2.10449
C  2.84919  0.94347  2.84007
C  2.79472  1.64852  4.05032
C  1.55674  2.13699  4.51507
C  0.38753  1.92927  3.74893
Cl  -1.10622  2.51330  4.39186
H  0.33281  2.76494  -1.42701
H  -0.92360  1.69985  -2.16179
H  -1.27739  3.42900  -1.78142
H  -0.86216  2.96528  0.68436
H  -2.33010  2.17906  -0.01744
H  0.32775  0.94216  0.16237
H  -1.65569  -1.02004  0.25140
H  -1.98530  0.09363  -1.13857
H  1.20859  -2.01105  -3.55426
H  1.37048  -3.23102  -2.24237
H  0.06424  -3.55208  -4.78560
H  0.36292  -4.79054  -3.54172
H  -2.18765  -3.97799  -3.82281
H  -1.66781  1.20056  2.28046
H  -0.92134  -0.35754  2.07499
H  1.77211  0.08140  1.17853
H  3.76886  0.53068  2.42900
H  3.73553  1.87648  4.60189
H  1.56099  2.69757  5.45948

gap between HOMO and LUMO: 9.9 eV
total charge: +1
SMILES: CC[N@H+](CC(=O)N1CCNC1=O)Cc1ccccc1Cl
HOMO energy: -12.2 eV
LUMO: -2.34 eV

---

Entry 2:
The following is a DFT calculation (ωB97M-V/def2-TZVPD) of CH3NS2 in the gas phase at a distorted geometry.

Element x y z (Å)
N  -0.58943  -0.09371  0.68885
C  0.09186  -0.51156  -0.37344
S  -0.25770  -1.96125  -1.09363
S  1.22044  0.67631  -1.15732
H  -1.08877  -0.80969  1.02015
H  -0.43031  0.78335  1.11567
H  1.84345  -0.14741  -1.82868

gap between HOMO and LUMO: 9.1 eV
SMILES: NC(=S)S
HOMO energy: -8.6 eV
LUMO: 0.53 eV

---

Entry 3:
The following is a DFT calculation (ωB97M-V/def2-TZVPD) of 2 unconnected molecules or ions with the total composition H3N2P at a distorted geometry.

Element x y z (Å)
N  1.72486  -0.16508  -0.07697
N  -1.12927  0.19503  -0.34708
P  -0.45953  -0.93540  0.60497
H  2.33199  -0.24890  0.80745
H  -0.37507  0.62141  -0.67847
H  -2.09298  0.53295  -0.30989

gap between HOMO and LUMO (spin up / spin down): 6.5 / 6.6 eV
HOMO energy (spin up / spin down): -7.8 / -7.9 eV
LUMO (spin up / spin down): -1.29 / -1.27 eV

---

Entry 4:
The following is a DFT calculation (ωB97M-V/def2-TZVPD) of a molecular structure, C51H55Cl5IrN3OP2 at a distorted geometry.

Element x y z (Å)
Ir  -0.72699  0.10576  -0.05183
Cl  0.39903  -2.79602  1.18714
C  1.34052  -1.40831  1.59302
C  1.02629  -0.15934  1.05447
C  1.93541  0.87305  1.33077
Cl  1.73281  2.43342  0.61943
C  3.06729  0.68419  2.12013
Cl  4.18312  1.96617  2.38196
C  3.31159  -0.56125  2.69255
Cl  4.68089  -0.79694  3.69879
C  2.44690  -1.61260  2.42126
Cl  2.77146  -3.16491  3.08203
C  3.29471  3.31978  -3.96513
C  2.09276  3.52722  -3.30202
C  1.52115  2.49844  -2.57124
C  2.14213  1.25201  -2.50595
C  3.34014  1.04411  -3.18342
C  3.91394  2.07952  -3.90676
P  1.23192  -0.08178  -1.66752
C  2.45704  -1.35848  -1.29562
C  2.17759  -2.70729  -1.49333
C  3.11460  -3.66984  -1.14601
C  4.32772  -3.29379  -0.58860
C  4.60964  -1.94946  -0.37723
C  3.67738  -0.98687  -0.72524
C  0.29589  -0.73109  -3.08158
C  0.77754  -1.38625  -4.18572
C  -0.05781  -1.55805  -5.30831
C  -1.30090  -0.97895  -5.34630
C  -1.78851  -0.23942  -4.24550
C  -2.99102  0.51568  -4.27437
C  -3.31634  1.30971  -3.21564
C  -2.52439  1.32072  -2.03328
C  -1.42629  0.50914  -1.93216
C  -0.99813  -0.19720  -3.08121
H  3.74746  4.12332  -4.53155
H  1.60248  4.49102  -3.35190
H  0.58059  2.65655  -2.05330
H  3.82842  0.07879  -3.15726
H  4.84650  1.91299  -4.42971
H  1.23141  -3.00651  -1.92626
H  2.88875  -4.71708  -1.29867
H  5.05343  -4.04770  -0.31229
H  5.55602  -1.65175  0.05617
H  3.90164  0.06015  -0.55596
H  1.79481  -1.75925  -4.20832
H  0.31174  -2.10212  -6.16770
H  -1.90824  -1.04604  -6.24131
H  -3.60694  0.49478  -5.16548
H  -4.20548  1.92771  -3.25333
H  -2.81218  1.95268  -1.20463
C  -4.56782  -2.89405  3.44222
C  -3.46273  -1.89527  3.07457
C  -2.09423  -2.52634  3.36264
C  -3.58256  -0.69232  4.02289
P  -3.53600  -1.32405  1.28232
N  -2.08823  -0.76245  0.83481
C  -4.90682  -0.04919  1.11292
C  -5.24317  0.12302  -0.37643
C  -6.21224  -0.39636  1.83979
C  -4.37935  1.30802  1.59824
C  -3.89298  -2.78703  0.14855
C  -3.50972  -2.42162  -1.29799
C  -5.34225  -3.28604  0.17579
C  -2.96850  -3.94753  0.55039
H  -4.51406  -3.06013  4.52112
H  -4.43591  -3.86187  2.96373
H  -5.57008  -2.52898  3.22172
H  -1.28669  -1.90481  2.98256
H  -1.98026  -2.61115  4.44619
H  -1.98458  -3.52323  2.94391
H  -3.37514  -1.04980  5.03371
H  -4.57559  -0.25182  4.03840
H  -2.85701  0.08345  3.79238
H  -5.84971  -0.69097  -0.76870
H  -4.35068  0.21299  -0.98577
H  -5.82070  1.04369  -0.49023
H  -6.59194  -1.38531  1.58398
H  -6.96420  0.33009  1.52098
H  -6.13732  -0.32353  2.92255
H  -3.45502  1.58198  1.09331
H  -4.21038  1.34448  2.67225
H  -5.13516  2.06228  1.36248
H  -4.22172  -1.75533  -1.77850
H  -3.48526  -3.34666  -1.87877
H  -2.52022  -1.97113  -1.34784
H  -6.04708  -2.56836  -0.23925
H  -5.67986  -3.56654  1.17247
H  -5.39399  -4.18226  -0.44782
H  -1.93505  -3.61467  0.64111
H  -3.00835  -4.69904  -0.24076
H  -3.27133  -4.43555  1.47422
C  -0.65272  5.78874  3.71240
N  -0.54086  5.16614  2.40114
N  -0.70861  3.79612  2.28487
C  -1.16158  3.49315  1.01711
O  -1.41349  2.33885  0.62533
C  -1.28895  4.74724  0.34484
C  -0.94123  5.72856  1.22780
C  -0.95616  7.20580  1.04005
C  -0.12909  2.89889  3.21997
C  1.08857  3.19085  3.82277
C  1.62322  2.29969  4.74049
C  0.97035  1.10784  5.02330
C  -0.22422  0.80821  4.38342
C  -0.78485  1.70534  3.48642
H  0.24553  5.64088  4.30443
H  -1.50922  5.38113  4.25217
H  -0.80475  6.85287  3.56190
H  -1.60774  4.87092  -0.67616
H  -0.99754  7.43227  -0.02256
H  -0.06232  7.66786  1.45776
H  -1.83006  7.65700  1.51374
H  1.63020  4.08707  3.54924
H  2.56854  2.52767  5.21607
H  1.40052  0.40823  5.72842
H  -0.73006  -0.12604  4.59350
H  -1.70484  1.48849  2.96202

2S+1: 2
gap between HOMO and LUMO (spin up / spin down): 6.6 / 6.8 eV
expectation value of S²: 0.76
total charge: +1
HOMO energy (spin up / spin down): -9.9 / -9.9 eV
LUMO (spin up / spin down): -3.29 / -3.09 eV

---

Entry 5:
The following is a DFT calculation (ωB97M-V/def2-TZVPD) of 7 unconnected molecules or ions with the total composition C22H47NO11Si at a distorted geometry.

Element x y z (Å)
O  -2.85969  1.70657  -5.70536
N  -2.00939  1.01252  -5.30393
O  -2.45654  -0.26416  -4.93277
Si  -3.72426  -0.37046  -3.77682
C  -3.06240  -0.77486  -2.04670
O  -3.23532  0.40220  -1.25801
C  -3.46641  0.17378  0.11564
O  -2.46147  0.71194  0.91846
C  -1.17840  0.15514  0.66763
C  -1.01768  -1.22875  1.29594
O  0.17531  -1.23401  2.08319
H  -4.64955  -1.42852  -4.23099
H  -4.50428  0.87380  -3.67707
H  -3.65225  -1.60748  -1.67861
H  -2.01203  -1.05626  -2.14435
H  -4.38107  0.69573  0.38990
H  -3.62840  -0.89007  0.31211
H  -0.92993  0.12858  -0.38886
H  -0.45899  0.81607  1.13213
H  -1.89390  -1.43664  1.91141
H  -0.97073  -2.01301  0.53822
H  0.25352  -2.11980  2.46564
C  -6.77071  -3.82603  -0.10423
C  -5.64938  -4.21075  -1.03444
C  -5.65225  -5.61918  -1.57452
O  -4.78352  -3.42142  -1.33743
H  -6.65208  -2.78969  0.20153
H  -7.72983  -3.93568  -0.61241
H  -6.75968  -4.46887  0.77803
H  -6.56734  -5.79947  -2.14044
H  -5.59672  -6.33385  -0.75211
H  -4.79505  -5.76077  -2.22852
C  -8.90040  1.32787  -0.87645
C  -8.03239  0.25395  -1.48371
C  -7.88384  0.26047  -2.98525
O  -7.48008  -0.57561  -0.79806
H  -8.92196  1.20973  0.20417
H  -8.50029  2.31311  -1.12023
H  -9.91702  1.25115  -1.26523
H  -7.44174  1.20264  -3.31250
H  -8.85877  0.13232  -3.45830
H  -7.23402  -0.55965  -3.28319
C  3.69843  1.11522  1.22445
C  2.75563  0.91964  0.06589
C  3.23451  0.05082  -1.06695
O  1.66105  1.43719  0.05588
H  3.22576  1.75680  1.96634
H  3.93527  0.15403  1.68167
H  4.62574  1.57873  0.88641
H  3.45216  -0.95401  -0.70053
H  4.13442  0.47933  -1.50836
H  2.46072  -0.00728  -1.82968
C  6.66920  2.34086  3.51648
C  7.30951  1.01672  3.19933
C  8.44769  0.58260  4.09030
O  6.93255  0.32558  2.28057
H  5.87247  2.54198  2.80500
H  6.25034  2.31592  4.51630
H  7.41450  3.13839  3.45405
H  8.09959  0.50089  5.12119
H  9.25809  1.31187  4.04447
H  8.81972  -0.38481  3.76051
C  2.43489  0.36802  5.76086
C  3.64552  0.04235  4.92455
C  3.64389  -1.27662  4.19544
O  4.57854  0.80805  4.83174
H  2.56412  1.34288  6.22489
H  1.54308  0.38629  5.13214
H  2.30623  -0.38506  6.53996
H  2.79664  -1.31821  3.50774
H  3.56521  -2.09817  4.90959
H  4.56829  -1.38008  3.63020
C  4.83983  3.06864  -4.69682
C  5.54215  2.44018  -3.51926
C  6.47824  3.32056  -2.72834
O  5.36225  1.28251  -3.22045
H  4.19973  2.33070  -5.17390
H  4.22869  3.90822  -4.36218
H  5.57265  3.42847  -5.42080
H  5.93225  4.17067  -2.31610
H  7.27732  3.69025  -3.37273
H  6.91409  2.74728  -1.91331

gap between HOMO and LUMO: 9.3 eV
SMILES: O=NO[SiH2]COCOCCO.CC(C)=O.CC(C)=O.CC(C)=O.CC(C)=O.CC(C)=O.CC(C)=O
HOMO energy: -9.0 eV
LUMO: 0.35 eV

---

Entry 6:
The following is a DFT calculation (ωB97M-V/def2-TZVPD) of a molecular structure, C44H49HfNP2 at a distorted geometry.

Element x y z (Å)
Hf  -1.35069  -1.39495  0.88969
C  3.62759  3.99565  -2.01217
C  2.72863  4.49505  -1.15561
C  1.60475  5.47130  -1.38551
C  1.14538  5.69355  -2.84347
C  0.66021  4.42889  -3.51027
C  1.37333  3.48003  -4.12859
C  2.85793  3.37656  -4.36145
C  3.77598  4.26265  -3.49076
C  -2.68599  -2.96768  0.41462
H  4.33703  3.27519  -1.60466
H  2.80339  4.15329  -0.12241
H  1.88056  6.44405  -0.94860
H  0.74163  5.12526  -0.79977
H  0.31837  6.41315  -2.82140
H  1.94217  6.16875  -3.41856
H  -0.41556  4.26351  -3.44831
H  0.80972  2.63916  -4.53471
H  3.06913  3.58273  -5.42260
H  3.14403  2.32639  -4.20811
H  4.81146  4.04683  -3.77974
H  3.61182  5.31586  -3.72559
H  -2.15683  -3.91787  0.29451
H  -3.23220  -2.75415  -0.51360
H  -3.42159  -3.07614  1.22212
P  0.07286  0.30511  1.36550
P  -1.75763  -0.26877  -1.03897
C  -0.06923  1.57950  0.05690
C  -0.88427  1.33995  -0.97738
C  -0.14641  1.27722  2.89523
C  0.13888  2.64895  2.96456
C  -0.08883  3.35169  4.14539
C  -0.60019  2.69006  5.26523
C  -0.88196  1.32533  5.20265
C  -0.65681  0.61924  4.02079
C  1.85779  -0.07391  1.33281
C  2.34946  -0.98041  0.38177
C  3.68367  -1.38016  0.41423
C  4.53853  -0.88894  1.40265
C  4.05215  0.00321  2.35940
C  2.71909  0.40978  2.32727
C  -3.45881  0.19872  -1.48613
C  -4.36340  0.61593  -0.50017
C  -5.69515  0.86696  -0.82704
C  -6.13870  0.69341  -2.13863
C  -5.24566  0.26489  -3.12293
C  -3.91354  0.01597  -2.80051
C  -1.07732  -0.98118  -2.58080
C  -1.08603  -2.37648  -2.70706
C  -0.52672  -2.98193  -3.83200
C  0.04112  -2.19784  -4.83698
C  0.04847  -0.80573  -4.71809
C  -0.50734  -0.19774  -3.59439
H  0.51368  2.49745  0.12860
H  -1.00329  2.05277  -1.79329
H  0.55107  3.16158  2.09923
H  0.13407  4.41398  4.19502
H  -0.77358  3.23970  6.18624
H  -1.27302  0.80860  6.07452
H  -0.86448  -0.44572  3.95390
H  1.68282  -1.37687  -0.37979
H  4.05517  -2.07786  -0.33138
H  5.57843  -1.20224  1.42886
H  4.71164  0.38357  3.13453
H  2.34605  1.10381  3.07443
H  -4.02496  0.73739  0.52575
H  -6.38687  1.19578  -0.05642
H  -7.17673  0.88789  -2.39281
H  -5.58812  0.12117  -4.14384
H  -3.22303  -0.32075  -3.56816
H  -1.54268  -2.96905  -1.91706
H  -0.54162  -4.06410  -3.92652
H  0.47263  -2.66886  -5.71587
H  0.48643  -0.19485  -5.50263
H  -0.51074  0.88553  -3.50807
C  0.38528  -2.68841  4.32758
N  -0.90750  -3.38561  4.35959
C  -2.07631  -2.55033  4.66869
C  -1.17927  -4.31712  3.24671
C  -0.15173  -4.38963  2.12257
C  0.63619  -5.55964  2.08527
C  1.52030  -5.79991  1.04123
C  1.60053  -4.90217  -0.01126
C  0.82860  -3.74262  -0.00264
C  -0.01558  -3.41487  1.07478
H  0.50359  -2.05269  5.23150
H  0.49178  -2.06935  3.41493
H  1.20874  -3.43315  4.34423
H  -2.39149  -1.96077  3.78067
H  -2.93190  -3.19825  4.95692
H  -1.86935  -1.88344  5.53302
H  -1.26316  -5.31436  3.73025
H  -2.18429  -4.17253  2.80464
H  0.55599  -6.30808  2.86480
H  2.11060  -6.70653  1.02977
H  2.24946  -5.11484  -0.85085
H  0.87234  -3.12453  -0.87599

gap between HOMO and LUMO: 5.1 eV
total charge: +2
HOMO energy: -13.0 eV
LUMO: -7.91 eV

---

Entry 7:
The following is a DFT calculation (ωB97M-V/def2-TZVPD) of a molecular structure, C5H6O2.

Element x y z (Å)
C  -1.95957  -0.46913  -0.22588
C  -0.77368  -0.11875  0.63615
O  0.24510  -1.22701  0.44419
C  1.38590  -0.63514  0.03662
O  2.43791  -1.14266  -0.21340
C  0.86967  0.73274  0.02858
C  -0.20878  1.30351  0.30724
H  -2.31263  -1.47350  0.02468
H  -2.75866  0.25657  -0.06058
H  -1.67284  -0.44664  -1.28048
H  -0.99085  -0.14316  1.70464
H  3.06799  1.36881  -0.63224
H  2.67044  1.99436  -0.76950

gap between HOMO and LUMO: 10.1 eV
HOMO energy: -10.7 eV
LUMO: -0.63 eV

---

Entry 8:
The following is a DFT calculation (ωB97M-V/def2-TZVPD) of CH2N4 in the gas phase at a distorted geometry.

Element x y z (Å)
C  0.58275  -0.52053  -0.05337
N  -0.49123  -1.27394  -0.00273
N  -1.56443  -0.41642  -0.03113
N  -1.12756  0.80721  -0.01089
N  0.18421  0.72852  -0.04807
H  1.62575  -0.89043  0.05015
H  0.79051  1.56559  0.09603

gap between HOMO and LUMO: 11.7 eV
SMILES: c1nnn[nH]1
HOMO energy: -11.0 eV
LUMO: 0.62 eV